[1]
Here is one molecule with the formula C2H3NOS at a distorted geometry from OMol25. Energies are from ωB97M-V/def2-TZVPD.

Last columns: bonded neighbours and bond lengths (Å).
Geometry (Å):
1 C 1.484 -0.770 0.112  N3 1.325, H6 1.065, H7 1.149
2 C -0.244 0.891 -0.156  N3 1.283, S5 2.117, H8 1.055
3 N 0.882 0.405 0.222  C1 1.325, C2 1.283
4 O -2.996 0.427 -0.172  S5 1.471
5 S -1.859 -0.436 0.180  C2 2.117, O4 1.471
6 H 2.387 -0.861 0.669  C1 1.065
7 H 0.882 -1.540 -0.493  C1 1.149
8 H -0.536 1.884 -0.363  C2 1.055

Results
HOMO level (spin up / spin down)   -8.97 / -8.05 eV
F_max   5.215 eV Å⁻¹
Gap between HOMO and LUMO (spin up / spin down)   8.07 / 7.03 eV
Energy above the lowest of the compared OMol25 structures with the same formula, charge and spin   4.000 eV

Löwdin population analysis, charges in e, atoms 1 to 4: -0.02 -0.21 -0.14 -0.65

=====

[2]
Here is one molecule with the formula C3H4N4O at a distorted geometry from OMol25. Energies are from ωB97M-V/def2-TZVPD.

Last columns: bonded neighbours and bond lengths (Å).
Geometry (Å):
1 C -0.666 0.029 0.230  C2 1.331, N9 1.390, N11 1.329
2 C -0.145 1.243 0.070  C1 1.331, H5 1.208, N10 1.337
3 C 1.541 -0.322 -0.049  N10 1.454, N11 1.377, O12 1.195
4 H -3.688 -0.616 -0.215  N8 1.007
5 H -0.719 2.249 0.412  C2 1.208
6 H 1.755 1.934 -0.346  N10 1.073
7 H 0.060 -1.805 -0.270  N11 1.160
8 N -2.927 0.038 -0.303  H4 1.007, N9 1.267
9 N -1.897 -0.597 0.072  C1 1.390, N8 1.267
10 N 1.179 1.086 -0.029  C2 1.337, C3 1.454, H6 1.073
11 N 0.327 -0.849 0.330  C1 1.329, C3 1.377, H7 1.160
12 O 2.680 -0.651 -0.197  C3 1.195

Results
HOMO level   -8.28 eV
F_max   8.443 eV Å⁻¹
Gap between HOMO and LUMO   8.16 eV
Energy above the lowest of the compared OMol25 structures with the same formula, charge and spin   3.016 eV

Löwdin population analysis, charges in e, atoms 1 to 4: -0.42 -0.09 -0.50 0.04

=====

Looking at calculated total energy for the records above, in order, we have -16491.198 -11180.953 eV.